Entry 1:
Entry from OMol25: C11H13IrN2O6 as an isolated structure (ωB97M-V/def2-TZVPD).

Element x y z (Å)
O  -1.871  -2.493  -0.019
C  -1.167  -1.553  0.000
Ir  -0.053  0.061  -0.060
O  2.038  -1.417  1.876
C  1.272  -0.885  1.165
C  1.067  1.638  -0.074
O  1.720  2.593  -0.127
C  -1.383  0.999  -1.295
O  -1.216  2.089  -1.799
C  0.778  -0.567  -1.678
O  1.243  -0.939  -2.691
H  -2.338  0.408  -1.490
C  -3.485  0.806  2.606
N  -2.247  1.227  3.361
C  -2.523  1.641  4.747
C  -1.236  1.724  5.527
C  -0.225  2.494  4.703
N  0.014  1.676  3.493
C  1.450  1.470  3.180
C  -1.050  1.197  2.871
O  -1.055  0.647  1.695
H  -4.196  1.643  2.579
H  -3.970  -0.025  3.138
H  -3.277  0.497  1.600
H  -3.022  2.622  4.707
H  -3.172  0.940  5.240
H  -0.840  0.734  5.741
H  -1.408  2.233  6.468
H  0.676  2.656  5.255
H  -0.648  3.442  4.394
H  1.706  1.873  2.183
H  2.094  1.997  3.877
H  1.705  0.412  3.275

Computed properties:
* 2S+1: 6
* lowest unoccupied orbital energy (alpha / beta): -0.416 / -0.536 hartree
* frontier orbital gap (alpha / beta): 4.490 / 7.980 eV
* maximum force: 10.47 eV Å⁻¹
* calculated total energy: -29681.4714 eV
* ⟨S²⟩: 8.776
* net charge: +3
* relative energy (zero: lowest compared OMol25 entry of this formula, charge and spin): 84.13 kcal/mol
* highest occupied orbital energy (alpha / beta): -15.8 / -22.6 eV

Atom charges from the Mulliken analysis, given in e for atoms 1 to 5: -0.2412, 0.1663, 1.9314, -0.2417, 0.1841



Entry 2:
Entry from OMol25: C11H13N7O4Pt as an isolated structure (ωB97M-V/def2-TZVPD).

Element x y z (Å)
Pt  -0.580  -1.837  -1.009
N  1.619  -1.744  -0.655
N  2.040  -1.467  0.633
C  1.182  -1.510  1.687
N  1.585  -0.787  2.757
N  0.165  -2.318  1.544
N  -0.815  -2.326  2.517
O  -1.889  -2.733  2.158
O  -0.615  -1.836  3.635
H  2.182  -2.493  -1.044
H  1.743  -0.905  -1.224
H  2.852  -0.877  0.710
H  2.135  0.040  2.601
H  0.939  -0.790  3.537
N  -3.560  -2.061  -0.650
C  -2.404  -1.972  -0.850
H  -4.107  -2.115  0.196
O  -0.975  0.741  1.494
C  -0.600  1.084  0.395
N  -0.305  0.254  -0.667
C  0.219  0.983  -1.707
O  0.703  0.495  -2.716
C  0.173  2.435  -1.335
C  0.538  3.570  -2.028
C  0.367  4.792  -1.381
C  -0.143  4.855  -0.087
C  -0.498  3.699  0.606
C  -0.329  2.497  -0.048
H  0.934  3.509  -3.033
H  0.634  5.709  -1.889
H  -0.266  5.821  0.386
H  -0.895  3.735  1.611
C  -0.537  -3.833  -1.457
H  0.116  -4.359  -0.756
H  -0.113  -3.909  -2.465
H  -1.495  -4.348  -1.466

Computed properties:
* lowest unoccupied orbital energy: 0.002 hartree
* frontier orbital gap: 8.604 eV
* maximum force: 1.69 eV Å⁻¹
* calculated total energy: -33482.0308 eV
* relative energy (zero: lowest compared OMol25 entry of this formula, charge and spin): 0.00 kcal/mol
* highest occupied orbital energy: -8.6 eV

Atom charges from the Mulliken analysis, given in e for atoms 1 to 5: 1.0089, -0.7172, -0.1051, 0.4080, -0.4270



Entry 3:
Entry from OMol25: C11H13N9O6PdS as an isolated structure (ωB97M-V/def2-TZVPD).

Element x y z (Å)
Pd  0.618  0.095  -0.665
N  -0.259  0.057  2.020
N  -1.031  -1.098  1.986
C  -1.496  -1.630  0.832
N  -2.194  -2.756  0.959
N  -1.221  -0.994  -0.307
N  -1.661  -1.514  -1.540
O  -2.613  -2.279  -1.593
O  -1.039  -1.129  -2.488
H  0.694  -0.144  2.304
H  -0.677  0.733  2.647
H  -1.123  -1.657  2.822
H  -2.313  -3.188  1.858
H  -2.642  -3.132  0.134
N  -0.162  1.935  -0.582
C  -0.561  2.134  -1.961
C  0.432  2.276  -2.924
C  0.059  2.309  -4.257
C  -1.282  2.204  -4.606
C  -2.262  2.083  -3.631
C  -1.902  2.043  -2.294
S  -1.745  2.247  -6.357
O  -0.732  1.412  -6.975
O  -3.089  1.700  -6.356
O  -1.651  3.660  -6.669
H  -0.945  2.047  0.054
H  0.597  2.556  -0.306
H  1.473  2.362  -2.631
H  0.799  2.401  -5.041
H  -3.294  2.000  -3.945
H  -2.654  1.927  -1.518
N  2.881  -3.062  -2.041
C  2.543  -1.889  -1.499
O  1.373  -1.781  -0.985
C  3.471  -0.817  -1.472
C  4.768  -0.930  -2.025
N  5.801  -1.063  -2.517
C  3.026  0.319  -0.800
N  2.575  1.220  -0.199
H  2.158  -3.741  -2.203
H  3.770  -3.173  -2.500

Computed properties:
* lowest unoccupied orbital energy (alpha / beta): -0.082 / -0.082 hartree
* frontier orbital gap (alpha / beta): 5.354 / 5.352 eV
* maximum force: 0.52 eV Å⁻¹
* calculated total energy: -51623.4557 eV
* relative energy (zero: lowest compared OMol25 entry of this formula, charge and spin): 13.71 kcal/mol
* highest occupied orbital energy (alpha / beta): -7.6 / -7.6 eV

Atom charges from the Mulliken analysis, given in e for atoms 1 to 5: 0.3499, -0.4270, -0.2018, 0.6906, -0.3842



Entry 4:
Entry from OMol25: one molecule with the formula C11H13NS (ωB97M-V/def2-TZVPD).

Element x y z (Å)
C  2.124  -0.039  2.979
C  2.242  0.550  1.737
C  1.514  -0.018  0.509
C  0.014  0.097  0.448
C  -0.440  1.143  -0.558
S  -0.599  2.860  -0.252
C  -1.390  2.921  -1.769
C  -1.295  1.833  -2.604
C  -0.842  0.670  -1.797
C  -0.710  -0.730  -2.189
C  -0.537  -1.661  -1.155
N  -0.336  -1.343  0.205
C  -1.364  -2.014  1.064
H  2.448  0.498  3.844
H  1.596  -0.984  3.104
H  2.945  1.342  1.505
H  1.844  -1.029  0.752
H  2.023  0.256  -0.358
H  -0.419  0.308  1.427
H  -1.526  3.865  -2.271
H  -1.562  1.886  -3.667
H  -0.671  -0.845  -3.262
H  -0.485  -2.761  -1.489
H  -2.340  -1.641  1.072
H  -0.836  -2.076  1.995
H  -1.399  -3.085  0.731

Computed properties:
* lowest unoccupied orbital energy: 0.031 hartree
* frontier orbital gap: 8.347 eV
* maximum force: 3.87 eV Å⁻¹
* calculated total energy: -23939.7236 eV
* relative energy (zero: lowest compared OMol25 entry of this formula, charge and spin): 62.85 kcal/mol
* highest occupied orbital energy: -7.5 eV

Atom charges from the Mulliken analysis, given in e for atoms 1 to 5: -0.8032, -0.3126, -0.9818, 0.4411, -0.1053



Entry 5:
Entry from OMol25: a 2-piece molecular cluster, C11H13OS overall (ωB97M-V/def2-TZVPD).

Element x y z (Å)
C  2.963  1.484  -0.441
C  2.567  0.757  0.704
C  2.032  1.501  -1.439
C  1.296  0.219  0.892
C  0.777  0.949  -1.380
C  0.376  0.178  -0.220
C  0.182  -2.605  -0.856
C  -1.947  0.676  1.901
C  -1.878  -0.364  -1.218
C  -1.523  -0.788  1.187
C  -0.886  -0.453  -0.140
O  1.299  -2.600  -0.424
S  -0.842  -3.365  -1.821
H  3.942  1.877  -0.660
H  3.316  0.929  1.556
H  2.378  2.110  -2.298
H  1.280  -0.406  1.699
H  0.212  0.986  -2.207
H  -0.944  1.153  2.334
H  -2.562  0.484  2.799
H  -2.386  1.450  1.278
H  -2.029  -1.422  -1.611
H  -2.967  -0.245  -0.735
H  -1.561  0.241  -2.069
H  -2.315  -1.564  1.265
H  -0.780  -1.183  1.903

Computed properties:
* lowest unoccupied orbital energy (alpha / beta): 0.121 / 0.121 hartree
* frontier orbital gap (alpha / beta): 5.592 / 5.591 eV
* maximum force: 4.18 eV Å⁻¹
* calculated total energy: -24499.1865 eV
* net charge: -1
* relative energy (zero: lowest compared OMol25 entry of this formula, charge and spin): 41.68 kcal/mol
* highest occupied orbital energy (alpha / beta): -2.3 / -2.3 eV

Atom charges from the Mulliken analysis, given in e for atoms 1 to 5: -0.7592, -0.4518, -0.2725, -0.6752, -1.1419



Entry 6:
Entry from OMol25: C11H14BBr27O7S as an isolated structure (ωB97M-V/def2-TZVPD).

Element x y z (Å)
O  3.571  -0.968  0.457
C  3.150  -2.006  0.029
C  4.022  -2.987  -0.757
O  4.313  -2.518  -2.076
S  3.091  -2.609  -3.153
O  2.076  -1.684  -2.745
O  3.951  -1.926  -4.392
O  3.843  -0.498  -4.321
B  4.988  0.057  -3.721
O  6.151  -0.654  -3.652
O  4.886  1.330  -3.242
H  2.092  -2.296  0.154
H  4.986  -3.033  -0.249
H  3.601  -3.993  -0.742
H  6.416  -0.803  -2.740
H  4.076  1.427  -2.726
C  2.533  -1.401  -8.639
Br  2.975  -1.664  -6.788
Br  0.635  -1.211  -8.906
Br  3.501  0.085  -9.388
H  2.839  -2.283  -9.182
C  3.906  2.733  1.455
Br  4.341  4.539  1.934
Br  2.801  1.889  2.784
Br  3.097  2.647  -0.288
H  4.833  2.180  1.410
C  0.037  5.129  2.721
Br  0.822  6.172  4.129
Br  -1.739  4.544  3.190
Br  0.038  6.047  1.038
H  0.648  4.244  2.602
C  1.800  -7.188  -2.925
Br  2.437  -8.248  -4.391
Br  2.536  -5.388  -2.998
Br  -0.115  -7.136  -2.846
H  2.149  -7.655  -2.015
C  -4.433  4.695  0.506
Br  -3.819  3.369  -0.744
Br  -4.058  6.478  -0.105
Br  -6.290  4.452  0.934
H  -3.869  4.554  1.416
C  0.787  0.645  6.199
Br  1.223  2.447  6.690
Br  -0.371  -0.200  7.475
Br  0.015  0.543  4.441
H  1.711  0.084  6.173
C  -1.852  -3.261  5.184
Br  -0.225  -4.199  5.587
Br  -1.943  -2.789  3.320
Br  -3.423  -4.206  5.744
H  -1.823  -2.334  5.742
C  -5.220  -0.426  2.895
Br  -4.981  -0.759  4.773
Br  -7.055  -0.044  2.474
Br  -4.042  0.955  2.261
H  -4.954  -1.336  2.376
C  -10.185  3.188  -0.433
Br  -8.656  2.600  -1.429
Br  -9.702  4.231  1.116
Br  -11.435  4.135  -1.544
H  -10.687  2.304  -0.069

Computed properties:
* lowest unoccupied orbital energy: -0.013 hartree
* frontier orbital gap: 9.646 eV
* maximum force: 1.18 eV Å⁻¹
* calculated total energy: -1928621.3101 eV
* highest occupied orbital energy: -10.0 eV

Atom charges from the Mulliken analysis, given in e for atoms 1 to 5: -0.4208, 0.0954, -0.4054, -0.1905, 0.6264



- Number 5 is which compound?
  C11H13OS



- Among the records above, which one has the highest maximum force?
  C11H13IrN2O6



- Which value of maximum force does entry 1 give?
  10.47 eV Å⁻¹